58
Properties=species:S:1:pos:R:3:mulliken_charge:R:1 method="wB97M-V/def2-TZVPD" e_tot_ev=-34451.6715 relative_energy_kj_mol=4.3 gap_ha=0.3540 homo_energy_ev=-9.272 charge=0 e_lumo_ev=0.360 smiles="CCOC(=O)CNC(=O)[C@@H]1CCCN(C(=O)[C@@H](O)[C@@H](OC)C(C)C)CC1"
H 0.70564 4.23641 0.99229 0.49
C 4.14578 0.77563 -0.14232 -0.73
H -2.80457 3.31260 1.97849 0.67
H -4.51608 8.29696 5.94333 0.40
H -1.11572 7.28501 0.68117 0.33
H 2.06559 0.44551 -1.41551 0.61
H 0.25161 -1.56849 1.35517 0.48
C -0.11063 0.18238 0.01719 0.71
H 0.38959 3.27115 -1.04830 0.68
O -1.02919 -0.62196 0.13413 -0.71
H -2.84623 9.11773 4.26040 0.33
C -2.05227 3.25222 1.18520 0.99
H 3.67905 1.29639 0.70341 0.24
H -4.44986 9.00932 3.53900 0.33
H -4.92244 6.93968 4.88823 0.31
H -1.53431 2.60815 -1.64297 0.56
C -2.67134 8.04710 1.88442 0.12
H -2.06904 0.92844 -1.45053 0.45
O -3.14389 7.49750 3.01382 -0.29
C 2.20286 -1.43469 -3.05044 -1.58
H -2.64968 5.50451 2.28610 0.29
H 4.07753 1.41898 -1.02897 0.29
O 1.19904 -1.42461 1.20328 -0.59
H 1.98833 -2.32082 -3.64984 0.45
H -3.31027 7.04875 5.61408 0.30
C 2.56459 -2.93815 -1.08252 -1.51
H -0.77841 1.82582 2.15100 0.25
H 3.64123 -2.85620 -1.23272 0.30
C -4.12645 7.62496 5.17875 -1.19
C 1.86027 -1.67708 -1.58128 0.53
O -1.53211 4.82434 -0.57754 -0.66
H 2.20794 -3.79952 -1.65088 0.44
H -2.70010 7.15955 -0.03513 0.34
C -3.64888 8.42961 3.99678 -0.25
H 0.77958 -1.82649 -1.49350 0.22
H 2.37672 -3.11313 -0.02710 0.33
C 2.20507 -0.42556 -0.76045 -0.06
H 1.65985 2.19780 -0.49940 0.15
H 5.19460 0.61182 0.09624 0.35
C 0.64125 2.52308 -0.30035 -0.87
H -3.50911 2.50365 -0.21575 0.40
N -2.26829 5.66457 1.37008 -0.01
N -0.28817 1.41646 -0.50671 0.21
C 0.56475 3.15850 1.10162 -0.67
H 1.71222 0.55903 1.10346 -0.07
C 1.29313 -0.23192 0.46996 -0.11
C -2.15372 7.02477 0.90053 -0.24
H -0.65571 3.43580 2.82077 0.57
H -2.76032 1.28227 0.80124 0.50
C -0.72271 2.88382 1.87987 -1.18
C -1.63611 1.78642 -0.93855 -1.08
H 1.39696 2.80260 1.71489 0.37
H 1.63291 -0.60038 -3.46541 0.37
C -1.94169 4.63042 0.55764 -0.35
O 3.56894 -0.48345 -0.38264 -0.43
C -2.55682 2.17937 0.21276 -1.47
H 3.26699 -1.20951 -3.15744 0.28
O -2.64857 9.22866 1.67366 -0.59

***

14
Properties=species:S:1:pos:R:3:mulliken_charge:R:1 method="wB97M-V/def2-TZVPD" e_tot_ev=-21786.6504 relative_energy_kj_mol=163.9 gap_ha=0.3200 homo_energy_ev=-14.239 charge=+1 e_lumo_ev=-5.533
H -1.59838 -1.98837 0.77078 0.32
H 2.77808 0.90819 0.42772 0.32
C 0.33204 -1.32995 -0.06147 -0.05
C 1.65235 0.79100 0.34274 -0.09
C -1.67297 -0.01551 -0.14392 0.73
N 1.21978 -0.37016 -0.40107 -0.15
H 0.71181 -2.37369 -0.11475 0.36
Cl -3.31298 0.17929 0.18723 -0.09
H 2.05445 -0.62447 -0.93322 0.31
C -0.97676 -1.17592 0.22578 -0.55
N 0.78120 1.61354 0.80364 -0.42
H -1.97339 1.13678 -1.48821 0.41
O -1.17930 0.87805 -0.92733 -0.37
H 1.18408 2.37121 1.31210 0.26

***

8
Properties=species:S:1:pos:R:3:mulliken_charge:R:1 method="wB97M-V/def2-TZVPD" e_tot_ev=-19986.4002 relative_energy_kj_mol=143.7 gap_ha=0.3435 homo_energy_ev=-10.501 charge=0 e_lumo_ev=-1.154
H 1.75556 -0.78037 0.66181 0.23
O -1.79500 0.09425 0.93714 -0.38
N 1.32061 -0.01277 0.20464 -0.34
H 1.89115 0.78716 0.14746 0.22
N 0.13574 -0.69336 -0.57902 0.26
O 0.03227 -1.83235 -0.28122 -0.31
O -1.51449 1.90494 -0.68663 -0.43
S -1.82585 0.53250 -0.40419 0.74

***

76
Properties=species:S:1:pos:R:3:mulliken_charge:R:1 method="wB97M-V/def2-TZVPD" e_tot_ev=-57772.9633 relative_energy_kj_mol=0.0 gap_ha=0.0897 homo_energy_ev=1.686 charge=-2 e_lumo_ev=4.128
H -1.43895 0.48495 -8.25132 0.38
H 1.13205 1.14695 4.97768 0.34
C -0.43695 4.55895 2.47968 -1.44
H -2.58495 1.65495 -6.39032 0.32
H 4.11405 -0.10805 2.22368 0.20
H -1.45295 4.46395 2.91868 0.29
H -3.84095 -0.16105 -0.35732 0.16
H 1.21705 -0.17405 6.19868 0.26
H 0.12505 5.13995 3.29968 0.43
O 3.37805 -0.05805 -0.27732 -0.80
H -1.89095 -1.10105 1.81468 0.19
H 1.40005 3.08295 0.82968 0.21
H -2.83595 -4.45405 1.17068 0.32
C -3.16295 0.25595 0.61368 -0.54
H -2.33995 -1.02705 -7.96832 0.24
H 4.63105 -1.24505 3.62768 0.28
H 1.50505 -0.88905 0.68768 0.35
H -0.88495 -3.54905 2.19968 0.01
H -3.30195 0.67495 -8.60932 0.26
O -2.92495 0.43695 -3.68132 -0.67
H 1.94305 2.22595 2.30768 -0.38
H 1.17805 0.82695 0.71968 -0.32
C 0.23105 3.13795 2.45868 0.93
H 5.98705 0.92695 2.70768 0.52
H -0.61695 0.22795 -2.52132 -0.03
H -2.34195 -6.25705 1.56768 0.25
H 0.00205 -0.00705 4.86368 0.30
C -0.58995 -0.07405 -3.56232 -1.44
C -1.85495 0.15395 -4.21232 0.52
H -0.28395 4.98295 1.57168 0.39
H -0.18395 2.45095 -0.46732 -0.25
H -0.92195 3.95295 -1.02832 0.37
H 4.58205 2.04795 3.30968 0.14
C -2.28495 2.29995 -0.26932 0.55
H 0.15805 0.50995 -3.83032 0.90
C 1.06805 0.08795 5.09668 -1.10
C -2.56595 -1.13305 0.98768 -0.75
H -2.18195 -1.52805 0.08768 0.14
C 0.01705 -3.13005 -1.84232 -0.42
O 1.38705 -3.58105 0.14868 -0.60
H 0.40905 -0.22705 -0.25432 -0.67
H -2.15995 -5.19505 2.81968 0.45
C -1.09795 2.86795 -0.98032 -0.25
H 0.96005 -2.73005 -2.48432 0.16
H -0.31795 -3.97005 -2.54032 0.36
H 5.76905 1.27995 4.42268 0.22
O -0.85695 -4.11605 0.05568 -0.33
O -3.17895 3.04395 0.10168 -0.66
O 1.97505 -0.74505 -2.02632 -0.35
C 2.04405 -0.46005 4.21768 0.91
H 2.31405 3.94495 2.15268 0.42
O 1.77805 -1.54805 3.56868 -0.63
O -2.09095 0.95895 -0.07132 0.18
C -2.19695 -5.10205 1.82168 -1.35
H -0.15595 -4.97405 1.60068 1.01
C 0.22905 -3.69905 -0.45532 0.63
C -2.36895 0.18095 -7.92232 -1.03
H 0.27605 -0.14605 1.45668 0.23
H -3.43595 -1.68505 1.37668 0.44
O -1.72095 0.04995 -5.49032 -0.23
H -3.73495 0.26495 -6.26632 0.28
C 1.62305 3.09795 1.85668 -0.27
O -0.43595 2.09895 2.73068 -0.55
P 2.77205 0.42895 -1.66932 0.07
O 2.02005 1.69595 -1.44632 -0.57
H -0.59195 -2.35005 -1.78732 -0.02
N 0.82605 -0.17205 0.69268 1.10
C 5.21605 1.07495 3.29268 -1.16
H -1.06995 2.28695 -2.01332 -0.03
C -0.88095 -4.43705 1.46468 -0.39
O 3.16105 0.17895 4.16568 -0.28
O 3.93005 0.44595 -2.68032 -0.99
C -2.69395 0.57695 -6.38932 -0.33
C 4.21705 -0.13605 3.29768 0.01
H -3.57595 0.91195 1.39368 0.36
H -0.08795 -0.95205 -3.61232 0.81

***

113
Properties=species:S:1:pos:R:3:mulliken_charge:R:1 method="wB97M-V/def2-TZVPD" e_tot_ev=-166154.2056 relative_energy_kj_mol=0.0 gap_ha="0.1268 / 0.2495" homo_energy_ev="0.266 / -3.089" charge=-2 multiplicity=3 e_lumo_ev="3.716 / 3.701"
N 1.28537 -2.53657 -1.35035 -0.22
C -2.25389 0.33365 -1.80440 0.19
C -5.98933 0.57820 -1.79165 -0.85
N 2.57995 3.61663 0.89150 0.19
N 0.75637 2.79659 -2.57801 -0.51
H 1.93487 -1.45411 0.98968 0.45
H -2.57801 3.09120 -1.25371 0.15
C -2.89635 -3.15897 -1.22375 0.21
N 2.00291 1.40595 1.33426 0.72
C 1.21312 -1.37338 -3.13343 -0.43
N 6.64750 2.56494 -1.09549 -0.69
C -3.86831 -3.03042 -3.40225 -0.93
H 3.59904 5.24780 0.04858 0.27
C -3.99895 4.19223 0.67596 -1.10
C 1.44690 -0.96295 1.83624 -1.50
H -3.65865 -1.98867 -3.67419 0.18
N -2.80087 -3.56433 -2.56040 -0.05
H -4.53870 3.94153 1.58710 0.39
C 5.06761 1.38840 1.78275 -1.14
C -4.68176 -4.84051 -0.96767 -1.05
Br -8.05266 1.02005 0.17579 -0.34
N 1.04789 1.96832 -4.55703 -0.66
H -3.07568 0.91548 0.74465 -0.69
C 2.21565 0.27878 2.24463 -1.20
H -4.48485 0.26084 -3.27113 0.39
H 4.56993 3.76792 0.18183 0.36
N 0.90909 3.08815 -3.81932 -0.92
N 1.06924 -0.33945 -4.02376 0.20
N -2.83030 3.20890 3.01867 0.45
H -4.46662 -1.68763 0.17111 0.13
H -3.94564 -5.50715 -1.40978 0.37
H -0.71307 -3.78344 -2.55705 0.39
C 5.33522 0.42725 -1.65577 -0.24
H -0.49286 -2.59983 2.23428 0.56
H -5.12419 -5.32678 -0.09140 0.29
C 0.96747 0.98632 -3.67657 0.06
H -5.37400 -2.99207 0.95625 0.28
H 0.51905 3.54491 1.23729 0.07
C -0.53914 -2.09594 1.25495 -1.99
N 1.70652 -3.25769 -2.32395 -1.02
H 1.48835 -1.67317 2.67846 0.57
H 5.15145 4.11614 2.22536 0.32
H -2.45719 5.24671 2.90768 0.32
H 1.12819 5.02981 0.46196 0.35
H -1.19228 1.61548 3.70131 0.58
C -4.96715 -2.63589 0.00327 -0.87
H 5.51023 0.90682 2.66071 0.25
H 0.96655 3.55569 -0.48848 -0.01
N 0.79469 1.44686 -2.43841 1.32
H -3.94891 -3.62752 -4.31421 0.34
H -5.49015 -4.68840 -1.69971 0.34
H 3.32646 3.88811 -1.05934 0.22
H 5.85826 1.91538 1.23727 0.38
N -4.05226 -3.61080 -0.55551 0.41
H -1.28468 -2.27880 -3.29474 0.22
H 1.35040 -0.52868 -4.96918 0.28
C 1.21745 3.94013 0.50377 -0.73
H 5.09477 3.17557 3.72189 0.36
C -0.70631 -0.09189 2.56322 -1.65
C 6.00061 -0.66010 -2.26843 0.07
H 0.34875 1.78692 2.88917 0.06
N -1.24822 2.11404 1.63019 0.31
N 1.67426 -2.56303 -3.48051 -0.51
H -3.46334 1.22621 3.10240 0.27
C 2.83356 2.38175 1.43346 -0.28
C -1.97037 3.67853 -0.56029 -0.53
H -1.75406 -0.35657 2.42749 0.56
H 3.25658 -0.03727 2.31370 0.82
H -1.83537 4.68463 -0.96603 0.47
H 4.67522 0.62039 1.12172 0.28
C -1.96803 -2.17522 0.70894 0.28
C -6.25311 0.81397 -0.42880 -0.33
Ti 0.52802 0.35888 -0.66397 -0.24
C -3.58651 0.53753 -1.31997 0.83
H -1.01221 3.18916 -0.47770 -0.29
N -2.61642 3.75562 0.74387 0.48
H 3.67221 4.09901 3.20296 0.29
H -3.57265 2.10241 4.63986 0.28
H -6.81074 0.50208 -2.49462 0.33
O -1.95666 0.06415 -2.96948 -0.80
H 1.93235 0.57996 3.25950 0.41
O -1.28125 0.44177 -0.84243 2.31
C -3.89664 0.81160 0.04913 0.21
H -4.13966 4.86322 3.30592 0.36
H -2.53196 -2.92169 1.28850 0.55
C 6.05397 1.60378 -1.34876 0.12
H -4.75937 2.40214 3.35297 0.38
C -1.49351 -3.34565 -3.17355 -0.94
H -2.87063 4.64912 4.52390 0.35
C -3.69855 2.18931 3.55406 -1.13
N 2.90336 0.26340 -0.88817 0.14
N 0.93562 -1.31589 -1.83032 1.28
N 0.04488 -0.73104 1.45430 0.88
C 3.57769 4.15836 -0.02876 -1.10
C -3.09411 4.55335 3.45488 -1.15
H -5.40408 1.13319 1.53042 0.35
H -4.50700 3.68494 -0.14833 0.32
C -2.18340 2.96950 1.78243 -0.29
H -4.05657 5.27436 0.51555 0.20
C 3.99476 0.34859 -1.26328 0.60
H -4.82597 -3.05704 -2.88279 0.33
N -1.96050 -2.48512 -0.69583 0.16
N 6.58673 -1.53393 -2.74500 -0.61
H 0.11716 -2.63158 0.57177 0.81
H -1.49224 -3.83068 -4.15242 0.26
C 4.50562 3.49196 2.85660 -1.00
H -5.80903 -2.43972 -0.67601 0.34
H -2.47491 -1.21816 0.85051 -0.94
C -0.67014 1.42711 2.75427 -0.96
C -5.19246 0.93841 0.48468 -0.21
N 4.01408 2.30610 2.18886 0.35
H -0.38101 -0.57048 3.50226 0.49
C -4.69555 0.44186 -2.22485 -0.94

***

14
Properties=species:S:1:pos:R:3:mulliken_charge:R:1 method="wB97M-V/def2-TZVPD" e_tot_ev=-11212.5315 relative_energy_kj_mol=409.6 gap_ha=0.2873 homo_energy_ev=-7.161 charge=0 e_lumo_ev=0.658
H -0.75236 -2.20184 1.10273 0.16
H 0.02397 2.50637 0.04290 0.43
N -2.02628 0.26626 -0.04111 -0.52
H -2.29469 -0.58914 -0.66014 0.29
N 0.07170 -0.81053 -0.21079 -0.23
O 2.93022 -0.72007 -0.06271 -0.48
H -2.52553 1.00480 -0.34930 0.22
H -0.30142 -2.73235 -0.36996 0.20
C 2.02462 0.05718 0.10801 0.47
C -0.56179 0.38568 -0.07173 0.64
N 1.59528 1.26921 0.19175 -0.01
H 2.19517 2.01161 0.15897 0.19
C 0.18356 1.49128 -0.00288 -0.87
N -0.56246 -1.93847 0.16428 -0.50

***

What did the first record say?
58
Properties=species:S:1:pos:R:3:mulliken_charge:R:1 method="wB97M-V/def2-TZVPD" e_tot_ev=-34451.6715 relative_energy_kj_mol=4.3 gap_ha=0.3540 homo_energy_ev=-9.272 charge=0 e_lumo_ev=0.360 smiles="CCOC(=O)CNC(=O)[C@@H]1CCCN(C(=O)[C@@H](O)[C@@H](OC)C(C)C)CC1"
H 0.70564 4.23641 0.99229 0.49
C 4.14578 0.77563 -0.14232 -0.73
H -2.80457 3.31260 1.97849 0.67
H -4.51608 8.29696 5.94333 0.40
H -1.11572 7.28501 0.68117 0.33
H 2.06559 0.44551 -1.41551 0.61
H 0.25161 -1.56849 1.35517 0.48
C -0.11063 0.18238 0.01719 0.71
H 0.38959 3.27115 -1.04830 0.68
O -1.02919 -0.62196 0.13413 -0.71
H -2.84623 9.11773 4.26040 0.33
C -2.05227 3.25222 1.18520 0.99
H 3.67905 1.29639 0.70341 0.24
H -4.44986 9.00932 3.53900 0.33
H -4.92244 6.93968 4.88823 0.31
H -1.53431 2.60815 -1.64297 0.56
C -2.67134 8.04710 1.88442 0.12
H -2.06904 0.92844 -1.45053 0.45
O -3.14389 7.49750 3.01382 -0.29
C 2.20286 -1.43469 -3.05044 -1.58
H -2.64968 5.50451 2.28610 0.29
H 4.07753 1.41898 -1.02897 0.29
O 1.19904 -1.42461 1.20328 -0.59
H 1.98833 -2.32082 -3.64984 0.45
H -3.31027 7.04875 5.61408 0.30
C 2.56459 -2.93815 -1.08252 -1.51
H -0.77841 1.82582 2.15100 0.25
H 3.64123 -2.85620 -1.23272 0.30
C -4.12645 7.62496 5.17875 -1.19
C 1.86027 -1.67708 -1.58128 0.53
O -1.53211 4.82434 -0.57754 -0.66
H 2.20794 -3.79952 -1.65088 0.44
H -2.70010 7.15955 -0.03513 0.34
C -3.64888 8.42961 3.99678 -0.25
H 0.77958 -1.82649 -1.49350 0.22
H 2.37672 -3.11313 -0.02710 0.33
C 2.20507 -0.42556 -0.76045 -0.06
H 1.65985 2.19780 -0.49940 0.15
H 5.19460 0.61182 0.09624 0.35
C 0.64125 2.52308 -0.30035 -0.87
H -3.50911 2.50365 -0.21575 0.40
N -2.26829 5.66457 1.37008 -0.01
N -0.28817 1.41646 -0.50671 0.21
C 0.56475 3.15850 1.10162 -0.67
H 1.71222 0.55903 1.10346 -0.07
C 1.29313 -0.23192 0.46996 -0.11
C -2.15372 7.02477 0.90053 -0.24
H -0.65571 3.43580 2.82077 0.57
H -2.76032 1.28227 0.80124 0.50
C -0.72271 2.88382 1.87987 -1.18
C -1.63611 1.78642 -0.93855 -1.08
H 1.39696 2.80260 1.71489 0.37
H 1.63291 -0.60038 -3.46541 0.37
C -1.94169 4.63042 0.55764 -0.35
O 3.56894 -0.48345 -0.38264 -0.43
C -2.55682 2.17937 0.21276 -1.47
H 3.26699 -1.20951 -3.15744 0.28
O -2.64857 9.22866 1.67366 -0.59